The following is a DFT calculation (ωB97M-V/def2-TZVPD) of a structure of composition C41H76BN2O28PS at a distorted geometry.

Positions of all 150 atoms, in Å:
H 4.107017 -2.698218 9.388148
H 5.199458 5.729532 -5.936686
H 4.171649 7.398965 -7.513181
C 2.870661 2.408901 11.214761
C 5.560627 5.831382 -6.958828
H 2.872992 2.834125 -8.068973
O -4.326110 -0.487307 0.104804
C -2.487046 -4.658154 0.931223
O 3.723796 2.236660 0.142721
C 3.630435 1.118263 -0.757475
H -1.561267 4.905565 9.503363
H 2.224781 -5.776304 1.425707
H 4.096485 -2.497816 3.691818
C -7.099795 1.438618 -5.444607
C 0.592259 2.626924 10.844662
O -3.718104 0.106645 2.204868
C 5.219533 3.406417 -3.287144
H -2.697366 -3.880755 0.212580
H 4.620676 0.694894 -0.925579
H 0.150784 -8.631426 1.336624
H 2.128162 -3.990109 2.850991
H -1.922426 2.379612 11.206357
C -7.243347 0.507270 -4.261407
N -4.368396 -6.573795 3.328100
H -11.954144 0.440711 -3.097102
H 5.371963 5.372485 -12.029178
H 3.738693 2.006061 10.701214
H -2.299040 2.522469 9.489986
H -8.032696 1.516291 -6.000175
H 3.287885 1.539015 -1.700695
C 1.809483 -6.092148 2.382105
H 5.453657 2.450619 -2.824246
C 4.436208 -2.086815 4.637815
C -9.462177 0.905299 -3.613162
H -0.854306 -2.861164 -0.833701
O 5.472871 3.362833 -4.692938
C -3.274853 -6.200719 2.651158
H -5.186663 1.901100 -0.743724
H 5.093323 5.055513 -7.560950
C 5.146863 6.820226 -9.800236
O 4.375459 3.130451 1.994088
C -5.632792 1.579308 0.198160
C -11.593440 1.438432 -2.858228
O 5.100766 2.469928 -6.620154
C -1.812183 -7.886231 3.794812
H 2.433438 1.760444 -6.737182
C 5.020983 3.022139 3.266248
H 2.533243 -6.802156 2.785700
C 3.103436 -2.394334 9.091198
H -1.232598 -3.238066 -3.955632
H 4.414127 -0.999505 4.591601
C 5.244943 7.209802 -7.493937
O 4.158828 1.530261 -4.790167
N -4.813328 -4.739017 1.739355
H -2.882756 4.632755 10.652351
H -6.654204 1.955830 0.247188
C -3.540339 -5.142824 1.738840
H -3.978919 -2.063798 -3.296293
H 2.391974 -3.036081 9.607015
C -1.948705 -2.420036 -3.945838
O 4.961147 0.992493 1.571930
C -3.452808 0.489839 -7.269284
C 1.725529 -4.877406 3.339200
O -2.106151 -2.047986 -5.326685
H -7.540818 -0.495027 -4.568923
C -1.258573 -5.220455 1.066040
O -2.323785 -0.907538 0.747134
O 4.147770 6.154790 -9.704995
H 1.678375 0.522116 -0.090458
H 2.549597 1.118867 -8.379212
O -3.097007 -0.105932 -4.717448
O 1.769142 2.297543 10.309026
H -12.049852 1.786764 -1.936795
H -6.061099 -0.280683 1.228046
C -5.638251 0.070278 0.286917
H 5.862025 4.178976 -2.875579
O 0.802962 -5.718246 -0.672438
O 0.909594 -3.578212 0.778287
H -3.344916 0.548861 -8.347968
H 5.448178 -2.429493 4.839264
H 0.519922 -3.490217 1.660279
O 0.404755 2.927153 11.994534
H -11.834298 2.122071 -3.670416
H 2.546851 -0.729057 -0.999306
C -1.976012 -6.775703 2.787335
H -1.221687 4.795509 11.231880
C 4.405105 2.015172 1.264666
H 1.837141 -0.651361 9.094976
H 3.047008 3.453303 11.465976
H -0.955197 0.211193 1.841648
S -5.562330 -5.651085 2.819879
H -0.439923 -1.386763 1.273509
O 2.906218 -2.679636 7.696889
C 3.870972 -2.252925 6.883988
C -1.665070 2.905148 10.287134
C -1.841527 4.401040 10.428766
H -1.506853 -1.592082 -3.390442
C 2.986857 1.824101 -7.672651
O -8.176369 1.007265 -3.286674
H -1.741829 -8.844843 3.289160
H 2.918004 -0.778311 10.494399
C -2.701814 -0.882035 -5.549969
C -1.266184 -0.822310 1.699931
O -9.906194 0.419181 -4.620187
H 5.796269 6.839889 -12.940574
H -6.226777 -0.353533 -0.524178
O -0.683969 -3.756659 -1.157233
H 6.637023 5.655537 -6.966029
H -6.298639 0.431354 -3.726006
C 4.450513 1.503608 -7.464143
O 5.792866 7.087336 -10.936719
O -2.780051 -0.705538 -6.870514
P 0.036618 -4.647973 -0.036768
H -3.083605 -3.228392 -2.313171
C 4.840121 2.369130 -5.321464
H -6.818348 2.437556 -5.109416
H -6.327902 1.065469 -6.116889
H -4.508437 0.434353 -7.008536
H 4.177813 3.664136 -3.100778
O 4.885404 -1.696276 7.214078
H 3.548464 -0.287316 8.918491
H 5.009727 4.020235 3.692955
H 4.593441 0.505294 -7.051627
H 6.046368 2.678243 3.152733
H -5.062363 2.025394 1.011538
O 0.599523 -8.283679 2.115952
O -0.330394 2.549723 9.888704
C 2.836867 -0.941861 9.419378
C -3.491041 -0.373725 1.127403
O 3.521583 -2.558016 5.634232
C -0.965273 -6.283485 2.001624
H 4.988407 1.560142 -8.408206
C 2.656992 0.071021 -0.267925
O -10.183269 1.427248 -2.619654
H 2.690488 1.835887 12.121648
H -3.003031 1.363539 -6.803008
H 2.338271 -5.014286 4.226965
H 4.185559 6.689291 -12.198981
O 5.792015 7.423707 -8.807146
H -0.926051 -7.724526 4.402272
C 5.241437 6.451591 -12.091938
H 5.709229 7.975382 -6.875370
H -1.548385 -1.263628 2.654593
H 2.992825 -0.367660 0.670692
H -3.683404 -3.690614 -3.914464
H 4.471700 2.339614 3.912596
C -3.254308 -2.875972 -3.329753
H 0.712187 -4.661480 3.684204
H -2.678910 -7.915587 4.447202
B 0.493382 -6.907798 2.153727

Forces on atoms 1 to 3 (eV/Å):
0.0505 0.0563 -0.1014
0.0124 0.0256 0.0208
-0.0142 -0.0659 -0.1024

Output
Orbital gap ... 0.3093 Ha
2S+1 ... 1
HOMO energy ... -9.346 eV
Molecular weight ... 1118.9 g/mol
LUMO ... -0.93 eV

Atom charges from the Löwdin analysis, given in e for atoms 1 to 99: 0.12, 0.07, 0.12, -0.04, -0.06, 0.08, 0.04, 0.00, 0.04, -0.21, 0.08, 0.10, 0.08, -0.05, -0.61, 0.14, -0.04, 0.10, 0.13, 0.12, 0.05, 0.12, -0.20, -0.23, 0.10, 0.10, 0.09, 0.12, 0.08, 0.11, -0.13, 0.09, -0.03, -0.62, 0.07, -0.01, -0.30, 0.08, 0.07, -0.61, 0.01, -0.06, -0.04, 0.03, -0.02, 0.07, -0.04, 0.11, -0.21, 0.12, 0.09, -0.20, 0.12, -0.22, 0.08, 0.08, -0.35, 0.07, 0.12, -0.21, 0.12, -0.03, -0.10, 0.04, 0.13, -0.18, -0.02, 0.12, 0.08, 0.08, 0.12, 0.00, 0.09, 0.13, -0.20, 0.10, -0.23, -0.12, 0.10, 0.10, 0.06, 0.12, 0.10, 0.08, -0.15, 0.07, -0.61, 0.09, 0.10, 0.10, 1.03, 0.07, 0.04, -0.61, -0.21, -0.07, 0.12, -0.06, 0.03